Version A
The following is a quantum chemistry calculation of a single C3H4N2O molecule, from OMol25.

Calculated values
- HOMO level (eV) = -8.7
- Kohn-Sham gap (eV) = 9.66
- SMILES = NNc1cc1=O

Geometry (Å):
N -0.7927 1.2215 0.3540
N 0.1320 0.1273 0.1741
C 0.1451 -0.6707 -0.8296
C 1.0032 -1.7639 -1.0151
C 0.4656 -1.8014 -2.2351
O -0.1525 -1.9115 -3.2546
H -1.6426 1.2464 -0.4024
H -0.1793 2.0909 0.2598
H 0.5854 0.1076 1.1079
H 1.7922 -2.0573 -0.4110

Version B
The following is a quantum chemistry calculation of a single C3H4N2O molecule, from OMol25.

Calculated values
- HOMO level (eV) = -9.9
- Kohn-Sham gap (eV) = 10.56
- SMILES = [H]/N=C/OCC#N

Geometry (Å):
H 2.3824 0.9632 0.2546
N 1.4387 0.6580 0.0501
C 1.2509 -0.5639 0.2947
O 0.0156 -1.1294 0.1266
C -0.8642 -0.2641 -0.5376
C -2.0821 0.2002 0.1013
N -3.0353 0.5303 0.6902
H 1.9714 -1.2986 0.6634
H -0.4586 0.0109 -1.5042
H -0.8137 0.9158 -0.0617

Version C
The following is a quantum chemistry calculation of 2 unconnected molecules or ions with the total composition C3H4N2O, from OMol25.

Calculated values
- HOMO level (eV) = -8.8
- Kohn-Sham gap (eV) = 9.37

Geometry (Å):
O 2.2637 -0.1212 -0.0090
C 1.0421 0.1664 0.2625
C 0.1465 -0.9002 -0.1280
N -1.0695 -0.1564 -0.2589
C -0.8191 1.0966 0.1503
N 0.4327 1.3508 0.5038
H 1.4966 -0.9888 -0.6605
H 0.0812 -1.7887 0.5000
H -1.9778 -0.5128 -0.5081
H -1.5965 1.8543 0.1480

Version D
The following is a quantum chemistry calculation of a single C3H4N2O molecule, from OMol25.

Calculated values
- HOMO level (eV) = -7.4
- Kohn-Sham gap (eV) = 7.84

Geometry (Å):
N 0.6529 -0.6726 -0.5013
C 1.2565 -0.1849 0.5790
O 0.6325 0.7847 1.1277
C -0.6031 0.9878 0.4266
C -0.6790 -0.1246 -0.4751
N -1.7782 -0.6166 -0.8978
H 1.0218 -1.4466 -1.0383
H 2.1432 -0.5818 1.0456
H -0.6454 1.9905 0.0134
H -2.3152 0.0315 -0.2751

What are the relative energies? In hartree: version A 0.0520; version B 0.0130; version C 0.0000; version D 0.0102.

Version A
The following is a quantum chemistry calculation of a molecular structure, C3H4N2O, from OMol25.

Calculated values
- HOMO level (eV) = -8.9
- Kohn-Sham gap (eV) = 9.41

Geometry (Å):
O 1.4500 -0.0487 -1.6675
C 0.4926 -0.3904 -0.7892
C -0.4170 -1.1680 -0.2907
C -0.9604 -0.1939 1.3842
N -0.3079 0.8620 1.3093
N 0.4456 1.1954 0.3049
H 1.6146 -0.6837 -2.3784
H -1.0165 -2.0690 -0.3159
H -1.8139 -0.2804 2.0947
H 1.3088 1.6001 0.7098

Version B
The following is a quantum chemistry calculation of a single C3H4N2O molecule, from OMol25.

Calculated values
- HOMO level (eV) = -10.4
- Kohn-Sham gap (eV) = 10.49
- SMILES = N#C[C@H](N)C=O

Geometry (Å):
N -0.0312 1.3352 -1.8570
C 0.0065 1.0217 -0.7438
C 0.0981 0.0987 0.3897
N 1.3875 -0.6036 0.1229
C -1.3723 -0.5148 0.4007
O -2.0780 -0.4938 -0.5707
H 0.2143 0.4976 1.4053
H 2.0968 0.0927 0.3756
H 1.5287 -0.6942 -0.8878
H -1.8194 -0.7618 1.3854

Version C
The following is a quantum chemistry calculation of a single C3H4N2O molecule, from OMol25.

Calculated values
- HOMO level (eV) = -8.8
- Kohn-Sham gap (eV) = 9.69
- SMILES = Oc1cn[nH]c1

Geometry (Å):
O -0.9077 -0.5546 -1.7674
C -0.3874 -0.2643 -0.5486
C -0.8449 -0.6556 0.7191
N -0.0054 -0.2401 1.6662
N 0.9046 0.4956 1.0354
C 0.7051 0.5364 -0.3206
H -0.1920 -0.4478 -2.4112
H -1.7817 -1.1202 0.9764
H 1.7224 0.8113 1.5382
H 0.7871 1.4392 -0.8875

What are the relative energies? In hartree: version A 0.1438; version B 0.0185; version C 0.0000.

Version A
The following is a quantum chemistry calculation of a single C3H4N2O molecule, from OMol25.

Calculated values
- HOMO level (eV) = -9.0
- Kohn-Sham gap (eV) = 9.75
- SMILES = Oc1cn[nH]c1

Geometry (Å):
O 2.0667 -0.0350 -0.1830
C 0.7083 0.0749 -0.0618
C -0.0731 1.1691 -0.4877
N -1.3559 0.9792 -0.2120
N -1.4017 -0.2162 0.3805
C -0.1855 -0.8063 0.5069
H 2.2669 -0.8879 -0.5846
H 0.2606 2.0768 -0.9739
H -2.2944 -0.5847 0.6639
H -0.0492 -1.7658 0.9843

Version B
The following is a quantum chemistry calculation of a single C3H4N2O molecule, from OMol25.

Calculated values
- HOMO level (eV) = -10.7
- Kohn-Sham gap (eV) = 11.30
- SMILES = N#CCNC=O

Geometry (Å):
N -1.1902 2.3015 1.3733
C -0.5524 1.6548 0.6582
C 0.2282 0.8268 -0.2766
N -0.3192 -0.5020 -0.4127
C 0.3558 -1.5943 0.0538
O 1.4720 -1.5622 0.5245
H 0.2736 1.3401 -1.2425
H 1.2488 0.7131 0.0995
H -1.2747 -0.6115 -0.7153
H -0.2264 -2.5253 -0.0624

What are the relative energies? In hartree: version A 0.0220; version B 0.0000.

Version A
The following is a quantum chemistry calculation of a single C3H4N2O molecule, from OMol25.

Calculated values
- HOMO level (eV) = -8.3
- Kohn-Sham gap (eV) = 9.20
- SMILES = Nc1cnco1

Geometry (Å):
N -0.9576 1.4812 0.3986
C -0.2366 0.3645 0.0168
C -0.1503 -0.4043 -1.0980
N 0.8203 -1.3804 -0.8878
C 1.2615 -1.1513 0.2954
O 0.6597 -0.1041 0.9241
H -0.8112 1.7216 1.3715
H -1.9414 1.4469 0.1639
H -0.6958 -0.3272 -2.0276
H 2.0513 -1.6469 0.8430

Version B
The following is a quantum chemistry calculation of a single C3H4N2O molecule, from OMol25.

Calculated values
- HOMO level (eV) = -8.4
- Kohn-Sham gap (eV) = 9.26
- SMILES = NC1=CN1C=O

Geometry (Å):
N 1.7551 -0.0958 -0.0757
C 0.5439 0.4618 0.1654
C -0.3388 1.3853 0.2882
N -0.7718 -0.0316 0.6310
C -1.3996 -0.8145 -0.3486
O -0.8029 -1.3723 -1.2449
H 1.7050 -1.0819 -0.2865
H 2.5145 0.1651 0.5356
H -0.7321 2.3640 0.4971
H -2.4731 -0.9801 -0.1616

Version C
The following is a quantum chemistry calculation of a single C3H4N2O molecule, from OMol25.

Calculated values
- HOMO level (eV) = -9.8
- Kohn-Sham gap (eV) = 10.40
- SMILES = NC1=N[C@@H]1C=O

Geometry (Å):
N -1.8784 -0.1360 -0.0706
C -0.6068 -0.5554 0.1555
N 0.1113 -1.2002 0.9571
C 0.7802 -0.5662 -0.2703
C 1.4649 0.7458 -0.0957
O 0.9113 1.6692 0.4620
H -2.5138 -0.4065 0.6701
H -1.9501 0.8521 -0.2863
H 1.2102 -1.2755 -0.9811
H 2.4712 0.8725 -0.5407

What are the relative energies? In hartree: version A 0.0000; version B 0.1115; version C 0.0572.

Version A
The following is a quantum chemistry calculation of a single C3H4N2O molecule, from OMol25.

Calculated values
- HOMO level (eV) = -8.6
- Kohn-Sham gap (eV) = 9.22
- SMILES = NNc1cc1=O

Geometry (Å):
N -0.1330 0.1954 -1.4930
N 0.3429 0.2852 -0.1629
C -0.3622 -0.1853 0.8348
C -0.3705 -0.3236 2.2834
C -1.5591 -0.4376 1.6592
O -2.7670 -0.4422 1.5780
H -0.0070 1.1893 -1.9619
H -1.1164 -0.0191 -1.3338
H 1.1932 0.7906 -0.1904
H 0.2488 -0.2384 3.2317

Version B
The following is a quantum chemistry calculation of a single C3H4N2O molecule, from OMol25.

Calculated values
- HOMO level (eV) = -11.0
- Kohn-Sham gap (eV) = 11.78
- SMILES = [H]/N=C/OCC#N

Geometry (Å):
H 2.8496 0.3760 -0.2739
N 1.8357 0.4568 -0.3078
C 1.2968 -0.4863 0.3346
O -0.0353 -0.6231 0.4589
C -0.8455 0.3018 -0.2553
C -2.2368 -0.0833 0.0170
N -3.3212 -0.2806 0.3620
H 1.7893 -1.3067 0.8644
H -0.5739 0.3186 -1.3164
H -0.7589 1.3269 0.1165

Version C
The following is a quantum chemistry calculation of a single C3H4N2O molecule, from OMol25.

Calculated values
- HOMO level (spin up / spin down) (eV) = -8.3 / -8.3
- Kohn-Sham gap (spin up / spin down) (eV) = 7.47 / 7.47

Geometry (Å):
N -1.9996 -0.1707 -0.3201
C -0.7340 -0.3511 -0.2442
N 0.0052 -1.5060 -0.3695
O 1.3298 -1.0995 -0.0708
C 1.4532 0.1257 0.2356
C 0.1596 0.8001 0.1625
H -0.3272 1.0906 1.1045
H -2.4557 -1.0599 -0.5069
H 2.4468 0.4815 0.4764
H 0.1220 1.6893 -0.4675

What are the relative energies? In hartree: version A 0.1096; version B 0.0000; version C 0.1012.

Version A
The following is a quantum chemistry calculation of a single C3H4N2O molecule, from OMol25.

Calculated values
- HOMO level (eV) = -10.0
- Kohn-Sham gap (eV) = 10.38
- SMILES = O=C1C=NCN1

Geometry (Å):
O 1.2237 0.7940 -1.8349
C 0.4458 0.4493 -0.9771
C -0.6001 -0.6479 -1.0104
N -0.9731 -1.0093 0.1595
C -0.2387 -0.1794 1.1104
N 0.3264 0.9060 0.3209
H -0.9508 -1.1309 -1.9150
H 0.5702 -0.7873 1.5258
H -0.8869 0.1424 1.9286
H 1.0836 1.4631 0.6923

Version B
The following is a quantum chemistry calculation of a single C3H4N2O molecule, from OMol25.

Calculated values
- HOMO level (eV) = -10.3
- Kohn-Sham gap (eV) = 10.85
- SMILES = [H]/N=C/[C@@H](O)C#N

Geometry (Å):
H -1.7908 0.9594 -1.9874
N -1.2174 0.2801 -1.5634
C -0.5841 0.4756 -0.5151
C 0.7013 -0.4290 0.0493
O 1.6865 0.4181 0.5002
C -0.0478 -1.1238 1.1558
N -0.6417 -1.9043 1.7778
H -0.7902 1.3150 0.2558
H 1.4786 -1.1678 -0.3558
H 1.2056 1.1766 0.6829

What are the relative energies? In hartree: version A 0.0000; version B 0.1004.